Below is a 5-piece molecular cluster, C3H18NO4 overall at a distorted geometry, with properties calculated with ωB97M-V/def2-TZVPD.

Molecular weight   132.2 g mol⁻¹
Highest occupied orbital energy   -13.94 eV
F_max   1.03 eV/A
Energy above the lowest of the compared OMol25 structures with the same formula, charge and spin   20.3 kcal/mol
Calculated total energy   -480.591482 a.u.
LUMO   -2.76 eV
Gap between HOMO and LUMO   11.2 eV

ORCA input file:
```
! RIJCOSX wB97M-V def2-TZVPD def2/J DEFGRID3
* xyz 1 1
C 0.3235 -1.2352 -0.6209
C -0.8227 -2.1994 -0.2429
C -2.1561 -1.8995 -0.9104
N 0.1545 0.0614 0.1187
H 1.2119 -1.7940 -0.3562
H 0.3734 -0.9601 -1.6752
H -0.8822 -2.1421 0.8488
H -0.4655 -3.1683 -0.5729
H -2.0955 -2.1464 -1.9644
H -2.9325 -2.5797 -0.5756
H -2.4112 -0.8535 -0.8355
H -0.3591 -0.0237 1.0132
H 1.0023 0.6122 0.3262
H -0.4906 0.6026 -0.4515
H 3.1775 -0.0981 1.3873
H 2.9350 1.4168 1.7200
O 2.4902 0.5737 1.4792
H 0.2851 1.1117 2.7719
H -1.0361 0.7359 3.5010
O -0.6741 1.0635 2.6666
H -2.9523 1.6902 -4.3131
H -3.9417 0.5527 -4.1657
O -3.5928 1.3211 -3.6853
H 4.2497 3.6826 2.0487
H 4.4255 2.8947 0.7796
O 4.1838 2.7807 1.7084
*
```